This record from OMol25 describes a 7-piece molecular cluster, C24H62O7 overall in a non-equilibrium geometry. The level of theory is ωB97M-V/def2-TZVPD.

## Properties
DFT total energy = -40221.8580 eV
gap between HOMO and LUMO = 10.02 eV
structure (SMILES) = CCOCC.CCOCC.CCOCC.CCOCC.CCOCC.CCO.CCO
E_HOMO = -9.39 eV

Geometry as ORCA input:
```
! wB97M-V def2-TZVPD RIJCOSX def2/J DEFGRID3
* xyz 0 1
C 23.619 -9.406 10.560
C 23.014 -8.483 11.608
O 23.966 -8.100 12.580
C 23.329 -7.556 13.737
C 23.539 -8.555 14.890
H 23.837 -10.405 10.952
H 22.893 -9.687 9.790
H 24.507 -9.010 10.070
H 22.573 -7.630 11.084
H 22.228 -9.086 12.077
H 23.771 -6.586 13.991
H 22.272 -7.292 13.645
H 24.423 -9.160 14.712
H 22.687 -9.237 14.852
H 23.605 -8.079 15.868
C 18.821 -16.195 10.483
C 19.201 -16.708 11.855
O 20.419 -16.092 12.212
C 21.148 -16.678 13.271
C 21.816 -15.527 14.043
H 18.136 -15.344 10.596
H 19.670 -15.801 9.927
H 18.267 -16.834 9.792
H 18.438 -16.463 12.605
H 19.286 -17.800 11.774
H 20.436 -17.075 14.007
H 21.871 -17.417 12.928
H 22.732 -15.221 13.531
H 22.143 -15.846 15.035
H 21.113 -14.707 14.160
C 20.546 -15.954 6.737
C 20.518 -17.043 5.680
O 21.660 -17.845 5.869
C 21.661 -19.019 5.069
C 22.282 -18.732 3.698
H 21.518 -15.462 6.741
H 19.794 -15.182 6.572
H 20.373 -16.418 7.709
H 19.589 -17.630 5.703
H 20.498 -16.572 4.683
H 22.371 -19.706 5.541
H 20.694 -19.525 5.090
H 23.196 -18.141 3.779
H 21.644 -18.171 3.013
H 22.621 -19.650 3.211
C 19.709 -9.898 14.403
C 18.780 -9.705 13.233
O 19.084 -8.508 12.570
C 18.375 -8.308 11.343
C 19.177 -8.972 10.231
H 19.521 -9.211 15.236
H 19.614 -10.867 14.893
H 20.739 -9.683 14.114
H 18.830 -10.573 12.565
H 17.756 -9.722 13.630
H 17.334 -8.624 11.448
H 18.346 -7.234 11.150
H 18.836 -8.625 9.252
H 19.317 -10.035 10.411
H 20.191 -8.559 10.257
C 22.884 -18.848 8.833
C 22.239 -18.190 10.039
O 21.402 -19.106 10.737
C 22.086 -20.071 11.517
C 21.164 -20.678 12.556
H 23.194 -18.122 8.072
H 23.807 -19.382 9.077
H 22.204 -19.459 8.240
H 22.910 -17.640 10.699
H 21.519 -17.508 9.578
H 22.319 -20.909 10.840
H 23.047 -19.701 11.890
H 20.475 -21.381 12.088
H 20.515 -19.979 13.087
H 21.830 -21.158 13.276
C 22.263 -13.828 9.501
C 21.424 -12.823 10.251
O 20.110 -12.970 9.707
H 21.974 -13.752 8.448
H 22.124 -14.883 9.740
H 23.340 -13.650 9.516
H 21.725 -11.793 10.049
H 21.501 -12.980 11.330
H 19.429 -12.673 10.316
C 25.415 -14.453 12.429
C 25.148 -15.433 11.291
O 26.291 -16.326 11.207
H 25.580 -15.008 13.351
H 24.502 -13.884 12.632
H 26.278 -13.854 12.156
H 25.042 -15.010 10.282
H 24.199 -15.978 11.314
H 26.895 -15.881 10.608
*
```

***

This record from OMol25 describes a 7-piece molecular cluster, C24H63Br4N5O5 overall in a non-equilibrium geometry. The level of theory is ωB97M-V/def2-TZVPD.

## Properties
DFT total energy = -323764.1094 eV
gap between HOMO and LUMO = 9.47 eV
structure (SMILES) = COC[C@H](C)N.COC[C@H](C)N.COC[C@H](C)N.COC[C@H](C)N.COC[C@H](C)N.BrCCBr.BrCCBr
E_HOMO = -9.08 eV

Geometry as ORCA input:
```
! wB97M-V def2-TZVPD RIJCOSX def2/J DEFGRID3
* xyz 0 1
Br 34.977 20.835 3.628
C 36.657 20.592 2.691
C 37.224 21.984 2.465
Br 38.904 21.830 1.354
H 36.402 20.175 1.720
H 37.254 19.872 3.239
H 37.487 22.575 3.335
H 36.475 22.534 1.900
Br 35.257 22.674 -0.669
C 34.523 23.451 -2.332
C 33.015 23.528 -2.273
Br 32.448 24.088 -4.086
H 34.893 22.777 -3.096
H 34.983 24.429 -2.428
H 32.627 24.351 -1.687
H 32.475 22.622 -2.017
C 26.882 24.485 -9.320
C 27.438 25.642 -8.477
C 27.781 25.328 -7.013
O 28.693 24.220 -6.999
C 29.451 24.239 -5.806
N 28.567 26.242 -9.176
H 27.615 23.689 -9.470
H 26.444 24.877 -10.232
H 26.151 23.946 -8.709
H 26.687 26.437 -8.584
H 26.895 25.037 -6.438
H 28.218 26.207 -6.533
H 29.084 24.769 -4.925
H 30.407 24.733 -6.031
H 29.739 23.224 -5.527
H 29.257 26.590 -8.516
H 29.066 25.456 -9.594
C 31.312 26.325 1.384
C 30.536 25.600 0.283
C 30.507 24.089 0.548
O 31.840 23.558 0.541
C 31.862 22.226 0.994
N 29.233 26.190 0.038
H 31.456 27.391 1.226
H 32.276 25.836 1.530
H 30.769 26.205 2.328
H 31.121 25.783 -0.625
H 30.020 23.438 -0.187
H 30.012 23.921 1.514
H 31.340 21.507 0.354
H 31.379 22.123 1.975
H 32.892 21.930 1.178
H 28.935 25.808 -0.855
H 28.556 25.909 0.740
C 24.297 23.333 -0.922
C 25.774 23.764 -1.108
C 26.687 22.653 -1.567
O 28.023 23.084 -1.758
C 28.865 22.070 -2.289
N 25.751 24.841 -2.103
H 23.795 22.732 -1.681
H 23.709 24.231 -0.737
H 24.223 22.745 -0.002
H 26.089 24.199 -0.153
H 26.225 22.376 -2.524
H 26.727 21.849 -0.825
H 29.845 22.539 -2.283
H 28.562 21.831 -3.314
H 28.779 21.138 -1.725
H 26.633 24.795 -2.606
H 25.015 24.690 -2.781
C 31.187 19.762 -3.292
C 32.625 19.377 -3.253
C 33.176 18.709 -1.999
O 33.000 19.568 -0.899
C 33.033 18.949 0.382
N 32.826 18.446 -4.415
H 30.917 20.193 -4.255
H 31.088 20.503 -2.486
H 30.496 18.935 -3.116
H 33.229 20.276 -3.412
H 34.248 18.604 -2.218
H 32.882 17.658 -1.901
H 32.098 18.650 0.857
H 33.418 19.705 1.074
H 33.827 18.201 0.391
H 32.260 18.700 -5.213
H 32.414 17.567 -4.109
C 36.023 20.414 -4.508
C 37.279 21.181 -4.162
C 38.521 20.224 -4.331
O 39.729 20.789 -3.882
C 39.764 20.765 -2.455
N 37.468 22.396 -4.934
H 36.005 20.016 -5.525
H 35.145 21.011 -4.267
H 35.965 19.497 -3.914
H 37.177 21.575 -3.144
H 38.533 20.057 -5.414
H 38.428 19.202 -3.941
H 38.802 21.022 -2.012
H 40.521 21.411 -2.012
H 40.053 19.758 -2.141
H 37.665 22.089 -5.882
H 38.237 22.902 -4.514
*
```

***

This record from OMol25 describes a 6-piece molecular cluster, C24H63N3O10 overall in a non-equilibrium geometry. The level of theory is ωB97M-V/def2-TZVPD.

## Properties
DFT total energy = -50843.0391 eV
gap between HOMO and LUMO = 8.83 eV
relative energy (zero: lowest compared OMol25 entry of this formula, charge and spin) = 263.2 kJ/mol
structure (SMILES) = COCCNCCOC.COCCNCCOC.COCCNCCOC.OCCO.CCO.CCO
E_HOMO = -8.40 eV

Geometry as ORCA input:
```
! wB97M-V def2-TZVPD RIJCOSX def2/J DEFGRID3
* xyz 0 1
C 0.689 -3.786 -0.918
O -0.276 -2.837 -0.483
C -0.636 -2.955 0.861
C -1.859 -2.079 1.084
N -2.109 -2.218 2.501
C -3.165 -1.358 2.959
C -3.316 -1.418 4.412
O -4.103 -0.660 4.964
C -4.364 -0.917 6.366
H 1.723 -3.469 -0.811
H 0.593 -3.845 -2.020
H 0.462 -4.775 -0.552
H 0.264 -2.702 1.479
H -0.992 -3.983 1.062
H -2.743 -2.388 0.462
H -1.680 -0.985 0.891
H -1.302 -1.820 3.080
H -4.090 -1.521 2.427
H -2.856 -0.297 2.845
H -2.383 -1.194 4.924
H -3.661 -2.399 4.634
H -4.898 -1.900 6.372
H -4.958 -0.141 6.810
H -3.472 -1.019 6.908
C 3.655 2.072 7.979
O 4.681 1.347 7.322
C 4.240 1.171 5.955
C 5.105 0.198 5.200
N 4.445 -0.127 3.924
C 5.332 -0.425 2.878
C 4.385 -0.800 1.742
O 4.768 -0.924 0.550
C 3.826 -1.539 -0.350
H 3.834 2.424 8.974
H 2.810 1.487 8.223
H 3.353 2.913 7.335
H 4.269 2.137 5.476
H 3.212 0.779 5.933
H 5.408 -0.734 5.653
H 6.117 0.605 5.140
H 3.820 0.637 3.728
H 6.002 -1.245 3.167
H 5.919 0.440 2.639
H 3.656 0.006 1.723
H 4.012 -1.779 1.963
H 2.868 -1.055 -0.336
H 3.606 -2.519 -0.061
H 4.237 -1.563 -1.328
C -5.066 0.443 0.677
O -3.915 -0.109 0.031
C -4.254 -0.626 -1.275
C -2.981 -0.717 -2.145
N -3.300 -1.369 -3.416
C -2.174 -1.391 -4.318
C -2.010 0.021 -4.806
O -2.985 0.689 -4.883
C -3.097 1.849 -5.720
H -6.028 -0.064 0.540
H -5.210 1.359 0.164
H -4.808 0.636 1.700
H -5.013 0.060 -1.677
H -4.742 -1.560 -1.303
H -2.087 -1.065 -1.656
H -2.705 0.301 -2.421
H -3.981 -0.809 -3.935
H -2.485 -2.030 -5.194
H -1.258 -1.815 -3.866
H -1.532 0.013 -5.871
H -1.266 0.668 -4.248
H -2.613 2.711 -5.325
H -4.170 2.059 -5.841
H -2.728 1.817 -6.779
C 1.693 -1.624 -3.257
C 2.317 -0.335 -3.211
O 1.805 0.361 -4.382
H 1.629 -2.110 -4.225
H 0.731 -1.534 -2.822
H 2.214 -2.217 -2.535
H 3.439 -0.261 -3.066
H 1.944 0.180 -2.361
H 1.778 1.271 -4.246
C 0.516 2.218 -0.427
C -0.273 1.078 -0.915
O 0.182 -0.123 -0.308
H 0.422 2.403 0.628
H 0.157 3.059 -0.962
H 1.552 2.037 -0.689
H -0.319 0.982 -2.035
H -1.257 1.266 -0.635
H -0.317 -0.874 -0.626
C 0.306 3.778 -5.284
C 1.044 4.147 -4.097
O 1.719 2.994 -3.659
O -0.538 4.797 -5.760
H -0.209 2.838 -5.075
H 1.037 3.452 -5.969
H 0.386 4.445 -3.276
H 1.782 4.920 -4.212
H 2.260 3.299 -2.915
H -0.019 5.641 -5.798
*
```

***

This record from OMol25 describes C24H64AsCaF6O24S8 as an isolated structure in a non-equilibrium geometry. The level of theory is ωB97M-V/def2-TZVPD.

## Properties
DFT total energy = -257332.5479 eV
gap between HOMO and LUMO = 11.29 eV
relative energy (zero: lowest compared OMol25 entry of this formula, charge and spin) = 0.0 kJ/mol
E_HOMO = -12.94 eV

Geometry as ORCA input:
```
! wB97M-V def2-TZVPD RIJCOSX def2/J DEFGRID3
* xyz 1 1
Ca 0.349 -0.430 -0.120
As 1.515 -4.462 -0.930
F 1.034 -2.821 -0.521
F 2.589 -4.434 0.430
F 1.944 -6.062 -1.273
F 0.410 -4.412 -2.252
F 2.753 -3.827 -1.939
F 0.222 -5.010 0.104
O -2.400 -3.637 1.178
S -1.470 -2.939 1.981
O -0.601 -1.977 1.414
O -2.277 -2.146 3.081
C -3.457 -2.790 3.610
C -3.743 -2.199 4.964
C -0.490 -4.019 2.929
H -3.291 -3.867 3.694
H -4.304 -2.660 2.935
H -2.928 -2.404 5.658
H -4.636 -2.662 5.384
H -3.912 -1.124 4.883
H -1.098 -4.812 3.371
H -0.064 -3.466 3.762
H 0.233 -4.495 2.272
O -1.388 -1.700 -1.443
S -2.611 -1.833 -2.140
O -3.508 -0.719 -2.234
O -2.201 -2.305 -3.579
C -3.192 -2.188 -4.647
C -3.095 -0.852 -5.340
C -3.462 -3.249 -1.567
H -4.185 -2.399 -4.251
H -2.917 -2.998 -5.320
H -3.934 -0.720 -6.026
H -2.163 -0.762 -5.894
H -3.171 -0.039 -4.621
H -4.185 -3.571 -2.309
H -3.962 -3.030 -0.625
H -2.714 -4.005 -1.328
O 2.675 -0.849 0.234
S 4.091 -0.723 0.256
O 4.723 0.207 -0.630
O 4.487 -0.364 1.736
C 5.800 0.229 1.973
C 6.311 -0.299 3.282
C 4.785 -2.303 0.036
H 5.664 1.310 1.980
H 6.493 0.024 1.158
H 5.600 -0.259 4.104
H 7.173 0.300 3.592
H 6.695 -1.316 3.185
H 4.501 -2.719 -0.928
H 4.414 -2.953 0.829
H 5.864 -2.235 0.174
O 3.288 2.836 1.097
S 2.364 2.818 0.009
O 1.502 1.687 -0.157
O 1.452 4.106 0.145
C 0.226 3.942 0.895
C -0.159 5.270 1.496
C 3.122 3.192 -1.519
H 0.312 3.171 1.664
H -0.554 3.593 0.214
H -1.218 5.253 1.750
H 0.014 6.073 0.776
H 0.429 5.530 2.376
H 3.867 2.423 -1.697
H 3.511 4.205 -1.448
H 2.319 3.178 -2.253
O -0.336 2.013 -4.111
S -0.757 2.207 -2.765
O -0.573 1.166 -1.817
O 0.019 3.451 -2.171
C 0.188 4.602 -3.021
C 1.014 5.609 -2.286
C -2.423 2.739 -2.735
H -0.773 5.045 -3.314
H 0.618 4.323 -3.985
H 1.919 5.161 -1.876
H 0.466 6.045 -1.448
H 1.248 6.451 -2.937
H -3.037 1.879 -2.985
H -2.521 3.494 -3.513
H -2.617 3.134 -1.746
O -1.695 0.504 0.685
S -3.029 0.885 0.992
O -3.659 1.943 0.285
O -3.869 -0.428 0.818
C -5.269 -0.359 1.171
C -6.042 -1.318 0.290
C -3.146 1.199 2.731
H -5.663 0.653 1.086
H -5.376 -0.683 2.212
H -5.904 -1.105 -0.769
H -7.092 -1.275 0.575
H -5.697 -2.344 0.442
H -2.864 0.273 3.225
H -4.180 1.473 2.917
H -2.472 2.025 2.935
O 0.759 0.275 2.079
S 0.738 0.622 3.452
O -0.116 1.647 3.945
O 0.377 -0.714 4.233
C -0.355 -0.592 5.465
C -0.169 -1.870 6.263
C 2.399 0.880 3.988
H -1.403 -0.337 5.320
H 0.082 0.213 6.064
H -0.538 -2.759 5.745
H -0.662 -1.796 7.230
H 0.894 -2.068 6.410
H 2.381 1.234 5.015
H 2.823 1.639 3.329
H 2.901 -0.073 3.851
O 3.103 -1.536 -3.787
S 1.967 -0.744 -3.516
O 1.344 -0.742 -2.237
O 2.340 0.771 -3.745
C 2.766 1.162 -5.062
C 3.570 2.431 -4.941
C 0.774 -1.083 -4.723
H 1.879 1.349 -5.681
H 3.287 0.346 -5.568
H 4.353 2.287 -4.195
H 2.925 3.242 -4.602
H 4.033 2.680 -5.893
H 0.499 -2.130 -4.597
H 1.224 -0.962 -5.706
H -0.095 -0.436 -4.641
*
```

***

Which of these has the highest E_HOMO?
C24H63N3O10

***

Number 4 is which compound?
C24H64AsCaF6O24S8

***

Look up the gap between HOMO and LUMO of the second one.
9.47 eV

***

Which formula does entry 1 have?
C24H62O7